[1]
Formula: C28H47AsIN3O4PbSi3
Source: the OMol25 dataset
Level of theory: wB97M-V/def2-TZVPD

CARTESIAN COORDINATES (ANGSTROEM)
Pb -0.35999 0.12636 -0.16741
C -5.04380 -0.53056 0.92365
C -4.64482 0.84588 0.48627
N -5.57826 1.69050 0.13889
C -5.26809 2.94301 -0.25258
C -3.99030 3.42163 -0.27319
C -3.68545 4.83249 -0.73687
O -4.75646 5.48975 -1.35862
C -2.92996 2.52588 0.06765
C -1.61673 3.05576 0.17716
N -0.47545 2.42472 0.17400
C 0.71590 3.17156 0.33068
C 0.88208 4.41304 -0.29101
C 2.04683 5.14419 -0.14385
C 3.09041 4.65309 0.62539
C 2.96810 3.41202 1.23202
C 1.79799 2.69559 1.07025
I 1.68402 0.78497 2.01589
C -3.25495 1.18610 0.40237
O -2.38446 0.24983 0.66333
H -6.10690 -0.66118 0.74616
H -4.84243 -0.65810 1.98946
H -4.47549 -1.28928 0.38481
H -6.10748 3.54411 -0.57439
H -2.89604 4.79709 -1.49211
H -3.30915 5.42237 0.11241
H -5.44686 5.68948 -0.71761
H -1.56759 4.13301 0.32896
H 0.07818 4.79778 -0.90640
H 2.14226 6.10436 -0.63260
H 3.99759 5.22637 0.75536
H 3.77883 3.01735 1.82846
C -1.50378 0.99411 -4.76827
C -0.74570 0.89791 -3.48467
O -1.30080 0.96418 -2.39834
O 0.56764 0.74486 -3.58125
H -2.53470 0.68265 -4.62193
H -1.02653 0.40813 -5.55047
H -1.51096 2.04175 -5.08053
C 4.22374 -3.67209 1.80658
C 2.68863 -3.81360 1.73509
C 2.21757 -3.45856 0.42051
N 1.91461 -3.16674 -0.64664
H 4.55082 -3.91595 2.81430
H 4.53048 -2.65141 1.58307
H 4.70910 -4.35277 1.10977
H 2.21563 -3.16144 2.47311
H 2.38637 -4.83888 1.96051
C 3.23967 -3.82738 -5.11102
Si 3.29791 -3.96524 -3.24036
C 3.03652 -5.72205 -2.61769
C 4.84919 -3.15516 -2.52948
As 1.52846 -2.53251 -2.31886
Si -0.47730 -3.86748 -2.65584
C -1.93349 -2.67365 -2.53993
C -0.60422 -5.16855 -1.30652
C -0.36864 -4.54134 -4.40663
Si 1.83358 1.87437 -3.84414
C 2.89198 1.77938 -2.28355
C 1.05649 3.56834 -4.02760
C 2.70342 1.24345 -5.38095
H 3.93209 -4.54293 -5.55892
H 3.53594 -2.83039 -5.44047
H 2.24750 -4.03855 -5.51074
H 3.84470 -6.36469 -2.97279
H 2.09940 -6.14260 -2.98537
H 3.02890 -5.77128 -1.52711
H 5.67420 -3.86588 -2.45728
H 4.67083 -2.74873 -1.53108
H 5.17721 -2.33643 -3.17176
H -1.90625 -2.04438 -1.64875
H -2.87212 -3.23073 -2.50976
H -1.97008 -2.01595 -3.41070
H -0.77598 -4.70957 -0.33058
H 0.28347 -5.79983 -1.24054
H -1.45522 -5.82105 -1.51232
H -0.06372 -3.75860 -5.10469
H -1.34507 -4.90539 -4.73213
H 0.33369 -5.37155 -4.49402
H 2.29227 1.46454 -1.42773
H 3.32890 2.75094 -2.04222
H 3.71063 1.06687 -2.39658
H 0.32103 3.76523 -3.24407
H 0.56276 3.68586 -4.99433
H 1.82339 4.34280 -3.96617
H 3.78608 1.20286 -5.24850
H 2.51085 1.90117 -6.23019
H 2.35452 0.24458 -5.64696

Values from the calculation:
E_tot	-140269.679	eV
maximum force	1.79	eV Å⁻¹
Kohn-Sham gap	7.2	eV
total charge	+2

=====

[2]
Formula: C28H47B2CaCl4F7LiN6O10S2
Source: the OMol25 dataset
Level of theory: wB97M-V/def2-TZVPD

CARTESIAN COORDINATES (ANGSTROEM)
C -4.82065 -0.50657 5.23888
C -4.43695 0.05722 4.09915
N -3.92597 0.86964 3.01361
C -2.69620 1.06953 2.30172
N -1.55746 0.39150 2.51465
B -1.24376 -0.72863 3.45072
C -0.19052 -0.61909 4.71538
O -1.95620 -1.99092 3.23352
N -2.78026 2.12515 1.27140
C -4.21352 2.49710 1.44443
N -4.88883 1.72516 2.48022
C -6.34006 1.85130 2.88278
C -7.01585 3.22374 2.28437
C -7.17941 0.60790 2.20761
C -7.93387 -0.32608 3.30444
C -7.42595 -1.87971 3.27315
H -5.04956 -0.91252 6.30403
H -0.74970 0.70271 1.91522
H 0.76500 -1.20141 4.41863
H -0.64307 -1.06283 5.69703
H 0.00711 0.52251 4.87997
H -1.90469 -2.54797 4.04872
H -4.63690 3.30774 0.73830
H -6.49397 1.90509 4.03292
H -8.00299 3.35338 2.89223
H -6.30596 4.13754 2.40981
H -7.30012 3.04637 1.16782
H -7.92096 0.98625 1.38362
H -6.37847 -0.05102 1.66843
H -7.62275 0.07996 4.35365
H -9.08537 -0.23377 3.15578
H -6.95267 -2.22064 4.27854
H -6.62427 -2.07037 2.45328
H -8.32612 -2.59672 3.08503
B 4.00497 -1.59914 3.53179
F 4.53984 -2.72328 2.81275
F 3.07585 -0.88357 2.69094
F 3.30136 -2.05632 4.70032
F 5.07636 -0.72665 3.92674
C 2.19986 -2.44445 -4.16810
C 2.26945 -2.72668 -2.67533
C 0.96516 -3.21684 -2.03713
N -0.14817 -2.15037 -1.80685
C -0.73752 -2.41669 -0.40735
C -1.95594 -1.55449 -0.11647
C -3.03318 -1.71325 -1.17878
C -2.48107 -1.50711 -2.58174
C -1.25034 -2.36450 -2.85350
C 0.39095 -0.72743 -1.85654
H 1.39439 -1.76077 -4.43754
H 3.14023 -1.99542 -4.49938
H 2.05701 -3.37130 -4.73009
H 2.67453 -1.86197 -2.14188
H 3.02037 -3.52078 -2.53669
H 1.21389 -3.61695 -1.04453
H 0.52796 -4.03881 -2.61652
H -1.00685 -3.47765 -0.37408
H 0.05836 -2.22845 0.32119
H -2.36747 -1.83631 0.85907
H -1.67561 -0.50022 -0.02405
H -3.84927 -1.00699 -0.99213
H -3.46519 -2.71841 -1.10527
H -2.25385 -0.44915 -2.74035
H -3.25809 -1.75999 -3.30958
H -0.82439 -2.14653 -3.83519
H -1.52852 -3.42367 -2.81583
H 0.76347 -0.51881 -2.85809
H 1.17653 -0.62886 -1.10592
H -0.40665 -0.01899 -1.63952
C 4.49131 1.17901 0.01332
Cl 5.68361 2.49572 0.05529
Cl 3.86625 0.99582 -1.64548
Cl 5.26177 -0.33712 0.52578
Cl 3.14751 1.55819 1.11360
O 0.24817 2.68728 0.40198
C 0.08401 3.83324 -0.22714
C 0.33109 3.60841 -1.82036
O 0.18796 4.75547 -2.44502
H 0.74920 4.66419 0.06139
H -0.90831 4.31099 -0.14821
H -0.35282 2.79056 -2.10879
H 1.31385 3.11232 -1.89820
Ca 2.46450 -4.60652 -0.95125
F -8.02937 0.78417 -0.32509
C 8.78898 -2.63956 -5.33825
C 8.04817 -3.08755 -4.32304
C 6.67758 -2.58536 -4.09404
O 6.00165 -2.99311 -3.16550
C 6.15911 -1.56929 -5.03363
C 6.89983 -1.12125 -6.04883
C 8.27049 -1.62361 -6.27782
O 8.94685 -1.21660 -7.20568
H 9.79517 -2.99619 -5.52009
H 8.41299 -3.83216 -3.62623
H 5.15324 -1.21253 -4.85189
H 6.53499 -0.37657 -6.74557
N 5.08321 6.78649 0.84317
S 3.56531 6.56011 0.49823
O 2.60990 7.50593 1.03812
O 3.10217 5.19121 0.36692
F 3.57541 7.00726 -1.03762
S 5.38217 6.49506 2.35901
O 6.66957 6.99266 2.80529
O 5.03047 5.19256 2.88621
F 4.38842 7.46648 3.14173
Li 1.35884 0.77585 5.50734
O 0.45566 -5.62653 -4.94737
H 0.77362 -4.74572 -4.78570

Values from the calculation:
E_tot	-169977.658	eV
maximum force	7.71	eV Å⁻¹
Kohn-Sham gap	1.7	eV
total charge	-1

=====

[3]
Formula: C28H47BrCoN2OP2
Source: the OMol25 dataset
Level of theory: wB97M-V/def2-TZVPD

CARTESIAN COORDINATES (ANGSTROEM)
N -6.34214 4.92832 -4.59740
C -6.11281 5.36002 -3.35727
C -5.23866 4.70239 -2.49659
C -4.55809 3.52479 -2.89836
C -4.81795 3.11192 -4.23551
C -5.72564 3.83874 -5.04006
C -3.66739 2.80194 -1.98907
Co -1.58792 0.17440 0.49339
P 5.16810 -0.71503 0.45856
C -2.91067 1.71947 -2.39758
C -1.60176 1.48790 -1.79252
C -0.51240 1.24283 -2.67790
C 0.81065 1.51189 -2.23173
C 1.07511 2.08813 -0.96912
C 0.04902 2.19894 -0.03655
C -1.32583 1.87821 -0.41390
Br 2.74550 2.49870 -0.42768
H -3.52854 3.27588 -1.00115
H -3.16163 1.13962 -3.31145
H -5.07398 5.11095 -1.50975
H -4.34789 2.25972 -4.72004
H -6.63870 6.26379 -3.04757
H -5.93983 3.51932 -6.07406
H -0.71330 0.96536 -3.73952
H -2.24585 2.19829 0.12185
H 1.67482 1.39529 -2.85339
H 0.25503 2.77576 0.84490
P -0.46871 -1.96986 0.03966
C 5.43757 1.09418 0.56022
C 6.79082 1.67510 0.16354
H 5.13569 1.44622 1.55365
H 4.73974 1.53808 -0.15791
H 6.80095 2.75250 0.35947
H 7.62792 1.23744 0.70282
H 6.96834 1.54044 -0.90541
C 4.43480 -1.11613 -1.14112
C 5.32225 -2.14409 -1.85580
H 4.32927 -0.21375 -1.75345
H 3.41821 -1.51459 -1.01281
H 5.04781 -2.27505 -2.90118
H 6.36909 -1.83902 -1.83991
H 5.26893 -3.12116 -1.37017
C 3.91632 -1.23390 1.67845
C 4.68466 -1.76993 2.90041
H 3.29923 -2.03666 1.24497
H 3.22213 -0.43193 1.96602
H 4.11489 -2.49237 3.48766
H 5.60551 -2.26742 2.58254
H 4.97946 -0.95910 3.56921
C -0.32757 -3.14255 1.44685
C -1.23231 -4.37501 1.42475
H -0.49009 -2.55946 2.36879
H 0.72977 -3.45941 1.45679
H -2.24718 -4.14596 1.77496
H -1.31891 -4.83215 0.42980
H -0.79150 -5.11816 2.10224
C 0.68734 -2.61721 -1.17425
C 0.30449 -2.43696 -2.64758
H 0.80787 -3.68869 -0.93220
H 1.65670 -2.12728 -0.97987
H -0.67981 -2.87583 -2.86808
H 0.29525 -1.37675 -2.94106
H 1.06245 -2.95447 -3.25340
C -2.14944 -2.13983 -0.64552
C -3.20816 -1.70852 0.39395
H -2.21524 -3.18557 -0.94921
H -2.22238 -1.51092 -1.54780
H -3.80063 -0.84799 0.02898
H -3.90151 -2.52984 0.61243
H -2.77544 -1.41740 1.38579
C -3.04783 0.00368 4.28433
N -1.61944 0.07620 4.60688
C -1.22258 0.38160 5.98442
C -0.70172 0.04575 3.62639
O -1.02238 0.08084 2.40686
H -3.60976 0.16548 5.20251
H -3.33925 -0.99062 3.90384
H -3.33669 0.79051 3.56951
H -0.53906 -0.38573 6.37596
H -0.75941 1.37951 6.03251
H -2.12667 0.39035 6.59338
H 0.36901 -0.04416 3.95563

Values from the calculation:
E_tot	-161055.497	eV
maximum force	3.66	eV Å⁻¹
spin multiplicity	4
Kohn-Sham gap (alpha / beta)	7.4 / 3.5	eV
total charge	+2